(1)
{"formula": "C6H25N2O4", "method": "ωB97M-V with the def2-TZVPD basis set", "orbital_gap_ev": [3.04, 9.37], "energy_ha": -653.9284, "spin_multiplicity": 2, "relative_energy_kj_mol": 79.5, "largest_force_ev_per_a": 1.68, "elements": ["N", "C", "C", "C", "N", "C", "C", "C", "H", "H", "H", "H", "H", "H", "H", "H", "H", "H", "H", "H", "H", "H", "H", "H", "H", "H", "H", "O", "H", "H", "O", "H", "H", "O", "H", "H", "O"], "coordinates": [[1.67481, 0.73318, -0.57465], [1.35157, -0.35856, -1.59580], [1.56297, 0.22769, -2.98328], [-0.10606, -0.75338, -1.38133], [-0.39360, -1.42816, -0.13439], [-1.78409, -1.86360, -0.03165], [-2.78883, -0.70870, 0.23466], [-3.50508, -0.20308, -1.01950], [1.49828, 1.55629, -1.14054], [2.53386, 0.63841, -0.01937], [1.01216, 0.77529, 0.22164], [1.94381, -1.26241, -1.48254], [2.51533, 0.74332, -3.08428], [1.61964, -0.62600, -3.66363], [0.73808, 0.86702, -3.29766], [-0.35796, -1.48725, -2.15104], [-0.73938, 0.12302, -1.58220], [-0.06913, -0.92743, 0.68287], [-2.03269, -2.24090, -1.02141], [-1.86860, -2.57150, 0.78527], [-2.31932, 0.09729, 0.80585], [-3.60038, -0.99796, 0.91496], [-2.99311, 0.53935, -1.63193], [-3.83329, -1.05217, -1.62173], [-4.42215, 0.32002, -0.74129], [-2.00360, -0.19282, 2.74776], [-2.36062, 1.34460, 3.03503], [-1.65684, 0.69700, 2.88759], [2.16422, -0.71480, 1.47660], [3.10925, -1.98487, 1.54944], [2.93192, -1.16256, 1.08942], [-0.06360, 0.58448, 2.50106], [1.07667, 0.13578, 3.29608], [0.88123, 0.28201, 2.35284], [1.94111, 4.19099, -0.33954], [0.68753, 3.69413, 0.40996], [1.38604, 3.40440, -0.20859]], "atomic_forces_ev_per_a": [[-0.81, -1.44, 0.05], [-0.60, -0.21, 0.48], [0.11, -0.79, -0.20], [-0.26, -0.22, -0.30], [0.48, -0.29, -0.17], [-0.03, 1.66, 0.28], [-0.40, 0.22, 0.02], [-0.57, 0.40, 0.18], [0.74, 1.16, 0.89], [0.62, 0.36, -1.01], [-0.41, 0.13, -0.35], [0.40, 0.35, 0.57], [0.01, 0.17, 0.12], [-0.14, 0.16, -0.16], [0.06, 0.14, 0.08], [0.07, 0.12, -0.30], [0.02, 0.15, 0.11], [-0.20, 0.02, 0.11], [-0.13, -0.80, 0.23], [0.06, -0.50, -0.22], [0.21, 0.03, -0.59], [0.15, -0.56, -0.05], [0.45, -0.33, -0.05], [0.16, 0.07, -0.20], [-0.08, -0.04, 0.14], [-0.48, 0.19, 0.22], [-0.11, -0.20, -0.09], [0.37, 0.03, 0.26], [-0.07, -0.50, 0.66], [-0.26, 0.05, 0.19], [0.34, 0.38, -0.67], [0.52, 0.14, -0.72], [0.65, -0.08, -0.17], [-0.84, 0.06, 0.72], [-0.12, -0.13, 0.04], [-0.02, -0.18, -0.02], [0.11, 0.30, -0.09]]}

=====

(2)
{"formula": "C30H45Cl2N4O4S", "method": "ωB97M-V with the def2-TZVPD basis set", "orbital_gap_ev": 2.05, "energy_ha": -3008.6098, "spin_multiplicity": 1, "charge": -1, "largest_force_ev_per_a": 1.53, "elements": ["C", "C", "C", "N", "C", "O", "O", "C", "N", "C", "C", "O", "C", "C", "C", "C", "C", "C", "C", "C", "C", "S", "C", "C", "N", "C", "Cl", "C", "C", "Cl", "H", "H", "H", "H", "H", "H", "H", "H", "H", "H", "H", "H", "H", "H", "H", "H", "H", "H", "H", "H", "H", "H", "H", "H", "H", "H", "H", "C", "C", "C", "C", "C", "C", "N", "O", "C", "C", "C", "H", "H", "H", "H", "H", "H", "H", "H", "H", "H", "H", "H", "H", "H", "H", "H", "H", "H"], "coordinates": [[0.35281, 3.55453, -3.87961], [1.28232, 2.35775, -4.11395], [0.52585, 1.02562, -4.17888], [0.58326, 0.26501, -2.92367], [0.80591, 1.12391, -1.58682], [1.97500, 1.22782, -1.31409], [-0.25593, 1.50894, -1.18914], [0.38702, -0.99571, -2.82797], [0.20700, -1.87954, -3.89339], [1.27265, -1.93711, -4.89803], [0.91956, -1.65703, -6.35359], [1.85115, -1.72437, -7.13249], [-0.45833, -1.36341, -6.86474], [-1.56102, -0.99370, -6.09643], [-2.77965, -0.74026, -6.69434], [-2.92187, -0.84478, -8.06595], [-1.82869, -1.19996, -8.83874], [-0.61503, -1.46112, -8.24721], [-0.17091, -3.15724, -3.27091], [0.55600, -3.07395, -1.93958], [0.13903, -4.14468, -0.96270], [1.34042, -4.34324, 0.37384], [0.33988, -5.23516, 1.57294], [-0.86215, -4.46517, 2.10866], [0.30713, -1.64191, -1.58215], [-0.83990, -1.34607, -0.80207], [-2.36540, -1.23845, -1.64597], [-0.82457, -1.13547, 0.51164], [-2.05534, -0.89338, 1.32952], [0.64403, -1.09316, 1.37325], [0.91365, 4.41599, -3.52342], [-0.44570, 3.31075, -3.18247], [-0.09589, 3.85168, -4.83069], [2.08840, 2.32588, -3.38845], [1.75317, 2.48885, -5.09126], [0.87854, 0.44002, -5.01951], [-0.52914, 1.24367, -4.36767], [2.07010, -1.25089, -4.61440], [1.72859, -2.92908, -4.90809], [-1.48813, -0.89656, -5.02658], [-3.61643, -0.46612, -6.06758], [-3.88538, -0.65068, -8.51553], [-1.92701, -1.27003, -9.91297], [0.23221, -1.73312, -8.85807], [-1.24761, -3.25248, -3.15704], [0.15715, -4.03316, -3.83160], [1.61661, -3.20287, -2.16938], [-0.86871, -3.98464, -0.58339], [0.12998, -5.08295, -1.52405], [0.00875, -6.19264, 1.16550], [1.02211, -5.45367, 2.39289], [-0.59137, -3.45629, 2.41416], [-1.24323, -4.97796, 2.99368], [-1.68063, -4.43098, 1.39037], [-1.80680, -0.86224, 2.38499], [-2.76036, -1.71501, 1.17597], [-2.54805, 0.02578, 1.01752], [1.24354, 3.12165, 7.94002], [0.15307, 2.73387, 6.91963], [-0.17696, 3.96465, 6.06074], [0.89602, 4.33692, 5.03127], [1.69252, 3.11476, 4.54720], [0.96299, 1.78071, 4.73473], [0.65770, 1.59980, 6.13691], [-0.02049, 0.39028, 6.37199], [1.92860, 0.66550, 4.33918], [-0.25433, 1.69976, 3.79021], [-1.10760, 2.37232, 7.69413], [1.46632, 2.25921, 8.56995], [0.92654, 3.95327, 8.58670], [2.16386, 3.41615, 7.43243], [-1.11618, 3.77467, 5.53504], [-0.37765, 4.81955, 6.71744], [0.40897, 4.82078, 4.17951], [1.58216, 5.08257, 5.44392], [1.95820, 3.24570, 3.49357], [2.64030, 3.05348, 5.09128], [2.77580, 0.63445, 5.02651], [2.30918, 0.81872, 3.32078], [1.42177, -0.29826, 4.38088], [0.05443, 1.80135, 2.74344], [-0.99045, 2.47853, 3.99614], [-0.74227, 0.73229, 3.91671], [-1.42565, 3.23815, 8.28940], [-0.92867, 1.53315, 8.36178], [-1.91678, 2.09607, 7.01814]], "atomic_forces_ev_per_a": [[0.15, -0.07, -0.28], [-0.07, 0.14, -0.45], [-0.38, 0.30, 0.16], [0.26, -0.75, -0.80], [0.77, 0.34, 0.54], [0.61, -0.21, -0.09], [-1.39, 0.50, 0.37], [-0.05, 0.43, 0.06], [0.50, -0.21, 0.32], [-0.27, 0.16, 0.10], [0.26, 0.00, -0.30], [-0.22, 0.02, 0.22], [0.06, -0.07, -0.04], [0.17, -0.06, 0.28], [-0.17, 0.02, 0.00], [-0.15, 0.04, 0.13], [-0.24, 0.02, -0.30], [0.18, 0.02, -0.04], [0.25, -0.67, -0.10], [-0.63, -0.24, -0.08], [0.06, -0.23, -0.02], [0.11, 0.10, -0.04], [-0.35, -0.03, 0.17], [0.03, -0.14, 0.23], [-0.13, -0.28, -0.54], [0.50, 0.00, 0.35], [-0.19, -0.06, -0.15], [-0.25, 0.10, 0.10], [-0.10, -0.39, -0.09], [0.28, 0.18, 0.00], [-0.04, 0.01, 0.17], [0.07, 0.09, 0.20], [-0.15, -0.04, 0.04], [-0.03, -0.14, 0.16], [0.10, 0.01, 0.04], [0.07, -0.13, 0.07], [-0.03, -0.05, -0.03], [0.08, 0.03, -0.12], [-0.04, -0.06, 0.07], [0.06, -0.04, 0.01], [-0.08, 0.05, -0.04], [-0.01, 0.01, -0.11], [-0.01, -0.03, -0.05], [0.11, -0.03, 0.05], [-0.13, 0.21, 0.08], [0.14, 0.26, -0.32], [0.17, 0.27, 0.26], [0.02, 0.19, 0.08], [-0.14, 0.01, -0.07], [0.12, -0.04, -0.07], [0.11, 0.00, -0.02], [0.02, 0.03, -0.08], [-0.06, -0.02, 0.00], [0.01, 0.12, -0.07], [0.02, 0.21, 0.04], [-0.04, 0.06, -0.04], [0.06, 0.12, 0.07], [-0.04, 0.11, 0.12], [0.06, 0.29, -0.01], [-0.09, 0.14, -0.16], [-0.02, -0.06, -0.01], [0.08, 0.18, 0.04], [-0.06, 0.21, -0.19], [0.32, -0.43, 0.38], [-0.11, 0.01, -0.15], [0.11, -0.24, -0.31], [-0.11, -0.01, -0.19], [-0.18, 0.04, 0.15], [0.02, -0.05, -0.06], [-0.03, -0.04, -0.04], [0.00, -0.03, -0.04], [0.00, -0.07, 0.06], [0.03, -0.01, 0.03], [0.00, 0.02, 0.00], [0.02, -0.03, 0.03], [-0.03, -0.09, -0.02], [-0.05, -0.05, 0.09], [-0.04, 0.05, 0.07], [-0.04, 0.06, 0.01], [-0.03, 0.02, 0.13], [0.03, 0.00, 0.02], [0.01, -0.01, 0.00], [0.02, 0.02, 0.17], [0.02, 0.05, -0.04], [0.02, -0.06, -0.08], [0.05, -0.08, -0.02]]}

=====

(3)
{"formula": "C10H10ClCrI", "method": "ωB97M-V with the def2-TZVPD basis set", "orbital_gap_ev": [4.50, 4.49], "energy_ha": -2189.4343, "spin_multiplicity": 5, "charge": -2, "relative_energy_kj_mol": 0.0, "largest_force_ev_per_a": 2.82, "elements": ["C", "C", "C", "H", "C", "C", "H", "H", "H", "H", "Cr", "Cl", "C", "C", "C", "H", "C", "C", "H", "H", "H", "H", "I"], "coordinates": [[0.84035, -1.80278, 2.38848], [0.95160, -1.90804, 0.96491], [-0.29128, -1.47881, 0.39689], [1.81120, -2.28544, 0.41288], [-1.17872, -1.14048, 1.45847], [-0.47618, -1.31754, 2.69370], [-0.90749, -1.18149, 3.68620], [1.60807, -2.11758, 3.09866], [-0.53315, -1.43108, -0.66097], [-2.19561, -0.77662, 1.33852], [0.57282, 0.15670, 1.48675], [-0.83128, 2.01086, 1.61569], [-0.08598, 2.27960, -1.50620], [-1.32465, 1.61904, -1.75516], [-1.04084, 0.37495, -2.39596], [-2.31212, 2.01184, -1.52443], [0.38019, 0.26980, -2.54183], [0.96677, 1.45030, -2.00090], [2.02821, 1.68119, -1.96175], [0.04012, 3.23412, -1.00366], [-1.77683, -0.33342, -2.77803], [0.91816, -0.53804, -3.03432], [2.83664, 1.22290, 1.62207]], "atomic_forces_ev_per_a": [[-0.66, -0.77, 0.24], [-0.71, -0.45, -0.09], [-0.39, -1.60, -0.21], [-0.22, 0.36, 0.18], [0.53, -0.54, 0.01], [-0.15, -1.40, 0.25], [0.29, 0.13, -0.33], [-0.28, 0.40, -0.22], [0.17, 0.22, 0.27], [0.41, 0.11, 0.04], [-0.58, 2.75, -0.22], [-0.14, 0.29, 0.59], [-0.05, -0.75, -0.73], [0.84, -0.23, -0.47], [0.57, 0.64, -0.08], [0.15, -0.13, 0.11], [-0.51, 0.62, 0.02], [-0.92, -0.07, 0.05], [-0.15, -0.10, 0.09], [-0.02, -0.23, -0.01], [0.11, 0.05, 0.15], [-0.07, 0.02, 0.13], [1.78, 0.67, 0.22]]}

=====

(4)
{"formula": "C5H8N2", "method": "ωB97M-V with the def2-TZVPD basis set", "orbital_gap_ev": [7.89, 7.89], "energy_ha": -304.6792, "spin_multiplicity": 1, "relative_energy_kj_mol": 410.4, "largest_force_ev_per_a": 0.53, "elements": ["C", "N", "C", "C", "C", "C", "N", "H", "H", "H", "H", "H", "H", "H", "H"], "coordinates": [[0.29638, 1.98688, -0.83080], [0.34048, 0.53771, -0.67148], [-0.39833, -0.41962, -1.41286], [-0.31933, -1.65294, -0.82474], [-0.47543, -1.08766, 1.59920], [0.49231, -1.30423, 0.38803], [0.97679, 0.08074, 0.30935], [1.31287, 2.35790, -0.95432], [-0.13597, 2.40794, 0.08033], [-0.32482, 2.23568, -1.68962], [-0.91839, -0.04979, -2.29072], [-0.73664, -2.04935, 2.03199], [-1.38354, -0.59682, 1.23436], [-0.01888, -0.45012, 2.36361], [1.29250, -1.99631, 0.66765]], "atomic_forces_ev_per_a": [[0.01, 0.16, -0.14], [0.25, -0.05, 0.23], [-0.12, -0.12, -0.05], [0.04, 0.50, 0.16], [-0.15, -0.17, 0.17], [0.08, -0.04, 0.23], [-0.20, 0.11, -0.41], [-0.11, 0.02, -0.05], [0.07, -0.04, -0.21], [0.12, -0.03, 0.03], [0.07, -0.07, 0.16], [-0.11, -0.02, -0.06], [0.12, -0.14, 0.10], [0.00, -0.32, -0.12], [-0.08, 0.21, -0.05]]}